1.
Molecular formula: C31H17Cl5GeN2PtS2
Method: DFT, ωB97M-V/def2-TZVPD

The geometry in XYZ format:
```
59
Properties=species:S:1:pos:R:3:forces:R:3:mulliken_spin:R:1
Pt 1.4050 -0.3806 0.3581 0.096 -0.114 -0.136 0.725
S 2.8998 1.3170 1.0265 0.260 -0.241 -0.141 0.080
C 1.9648 2.2374 2.1288 -0.173 0.200 0.251 0.001
C 2.5800 3.1475 3.0102 0.083 -0.108 -0.132 -0.007
C 1.8532 3.8676 3.9357 0.141 0.127 0.100 0.004
C 2.5501 4.7978 4.7905 -0.075 -0.080 -0.071 -0.001
N 3.1252 5.5375 5.4560 -0.005 0.003 -0.003 0.001
C 0.4637 3.7030 4.0414 -0.069 0.119 0.038 -0.003
C -0.1673 2.8412 3.1519 -0.089 -0.010 0.019 -0.064
C 0.5615 2.1463 2.2082 -0.238 -0.162 -0.657 0.098
S -0.3102 1.1469 0.9707 0.083 0.268 0.652 0.048
C -0.3059 4.4577 4.9855 0.016 -0.071 -0.036 -0.003
N -0.9410 5.0589 5.7338 0.004 0.002 -0.034 -0.002
H 3.6538 3.2717 2.9609 -0.009 0.025 -0.009 -0.006
H -1.2442 2.7348 3.1931 0.011 0.002 -0.039 -0.014
C 0.0944 1.7237 -2.4603 0.164 -0.145 -0.078 -0.004
Ge -0.2559 2.6127 -0.7823 -0.423 -0.065 0.202 0.005
C -2.0962 3.2654 -0.8947 -0.125 0.153 -0.198 0.002
C -2.3809 4.1572 -1.9325 -0.067 0.003 0.049 0.003
C -3.6628 4.6542 -2.1185 0.010 0.004 0.015 0.000
C -4.6862 4.2670 -1.2632 0.011 0.010 -0.004 0.000
C -4.4187 3.3851 -0.2270 0.024 -0.003 0.009 0.004
C -3.1328 2.8887 -0.0457 -0.007 -0.078 -0.012 0.018
C 0.9999 4.0539 -0.4804 0.206 0.039 0.189 -0.001
C 2.1965 3.9323 -1.1377 0.046 0.144 0.070 0.005
C 3.2557 4.8417 -0.9124 -0.008 -0.131 -0.031 0.003
C 3.1080 5.8450 -0.0058 0.006 0.091 0.034 -0.001
C 1.8848 6.0258 0.6880 0.019 -0.026 0.010 -0.001
C 1.7206 7.0785 1.6212 -0.008 -0.008 0.000 0.000
C 0.5317 7.2636 2.2655 -0.029 0.001 0.002 0.000
C -0.5551 6.4069 1.9910 0.042 -0.008 0.051 0.004
C -0.4152 5.3705 1.1123 -0.026 -0.036 0.060 0.012
C 0.8134 5.1314 0.4459 -0.076 0.047 -0.184 -0.009
H 0.0609 2.4613 -3.2650 0.032 -0.012 0.010 0.002
H -0.6796 0.9797 -2.6222 -0.047 -0.043 -0.043 -0.001
H 1.0550 1.2126 -2.4483 0.035 0.018 -0.009 0.003
H -1.5911 4.4793 -2.6046 0.004 -0.010 0.005 0.000
H -3.8631 5.3451 -2.9283 -0.002 -0.001 0.003 0.000
H -5.6885 4.6517 -1.4052 0.005 0.001 0.002 0.000
H -5.2125 3.0781 0.4428 0.003 -0.001 -0.004 0.000
H -2.9406 2.1900 0.7611 0.014 0.009 -0.012 -0.007
H 2.3598 3.1060 -1.8185 0.015 0.000 0.006 -0.001
H 4.1934 4.7083 -1.4363 0.001 0.002 -0.005 0.000
H 3.9238 6.5300 0.1977 -0.004 -0.005 0.001 0.000
H 2.5607 7.7350 1.8171 0.004 -0.012 0.002 0.000
H 0.4177 8.0619 2.9874 0.006 -0.002 -0.004 0.000
H -1.4986 6.5586 2.5001 -0.001 0.005 -0.004 0.000
H -1.2606 4.7224 0.9183 0.054 0.012 0.026 -0.011
Cl 2.7651 -3.1216 1.0464 -0.067 0.014 -0.019 0.028
C 1.1491 -3.3207 0.4133 0.072 -0.162 -0.085 -0.132
C 0.4672 -2.1808 -0.0274 0.072 0.121 0.105 0.167
C -0.8013 -2.4410 -0.5457 -0.123 0.021 0.018 0.050
Cl -1.7811 -1.1179 -1.1271 0.070 0.096 0.028 0.004
C -1.3690 -3.7130 -0.6108 0.024 -0.066 0.004 0.005
Cl -2.9582 -3.9620 -1.2482 0.032 0.029 0.001 0.000
C -0.6465 -4.8095 -0.1527 -0.023 -0.015 -0.020 0.003
Cl -1.3209 -6.3988 -0.2250 0.008 0.028 0.001 0.000
C 0.6312 -4.6103 0.3609 0.039 0.002 0.007 -0.011
Cl 1.5458 -5.9681 0.9176 -0.020 0.020 -0.002 0.002
```
Positions in Å, forces in eV/Å.

The strongest force on any atom comes out at 0.72 eV/A. The value obtained for the total energy is -6594.7500 Eh. For the energy relative to the best compared isomer or geometry (same formula, charge and spin), the calculation gives 21.9 kcal per mole. As for the frontier orbital gap (spin up / spin down): 6.258 / 6.867 eV. As for the total charge: -1. For the molecular weight, the calculation gives 926.58 g mol⁻¹. The spin multiplicity is 2. Its expectation value of S² is 0.754.

***

2.
Molecular formula: C40H58BMnN2O4
Method: DFT, ωB97M-V/def2-TZVPD

The geometry in XYZ format:
```
106
Properties=species:S:1:pos:R:3:forces:R:3:mulliken_spin:R:1
Mn 0.8200 -0.0137 -0.7456 -0.110 -0.714 0.400 3.896
C 0.2438 -3.2145 -1.2238 0.015 0.035 0.035 0.006
N 0.8985 -2.3770 -0.2124 -0.067 0.129 0.070 0.067
C 2.2662 -2.8534 0.0191 -0.036 0.008 -0.061 -0.001
C 0.1462 -2.4315 1.0546 -0.008 -0.013 -0.045 0.010
C -1.0772 -1.5317 1.0437 0.028 0.071 0.060 0.043
N -0.7452 -0.1189 0.7962 -0.095 -0.055 -0.012 -0.082
C -0.2712 0.6097 1.9989 0.086 -0.117 -0.056 0.074
C 1.0203 0.1554 2.6338 -0.192 -0.051 -0.003 0.003
C 1.0448 -0.1253 3.9929 -0.003 -0.015 0.006 -0.004
C 2.2298 -0.4598 4.6387 -0.061 0.049 -0.025 0.011
C 3.3809 -0.4497 3.8609 0.114 -0.025 0.008 -0.004
C 3.4173 -0.1689 2.4961 0.291 -0.041 0.021 0.006
C 2.1915 0.0903 1.8601 -0.218 -0.013 -0.339 -0.014
O 2.1102 0.2486 0.5378 0.474 0.267 0.315 0.155
C 4.8092 -0.1242 1.8239 -0.067 0.007 0.042 -0.002
C 5.6420 0.9657 2.5250 -0.030 0.000 0.027 0.001
C 4.8101 0.2114 0.3282 0.031 0.048 -0.043 -0.002
C 5.5168 -1.4785 1.9924 -0.001 -0.022 0.022 0.001
C 2.3159 -0.8031 6.1259 0.025 0.032 -0.003 0.000
C 2.8995 -2.2135 6.2911 -0.002 -0.042 0.010 0.001
C 3.2268 0.2083 6.8401 -0.012 0.014 -0.023 0.001
C 0.9436 -0.7685 6.7991 -0.025 -0.005 0.025 0.000
C -1.9216 0.6154 0.2698 0.081 -0.089 -0.118 0.057
C -2.5440 0.1183 -1.0169 0.017 0.060 0.180 0.057
C -3.9264 0.1926 -1.1215 0.005 -0.040 0.048 -0.002
C -4.5885 -0.0731 -2.3126 0.077 0.073 0.006 0.008
C -3.7953 -0.4130 -3.4030 0.005 -0.029 -0.089 -0.002
C -2.4054 -0.5054 -3.3543 -0.072 -0.087 -0.318 -0.007
C -1.7701 -0.2556 -2.1281 0.260 0.073 0.266 -0.032
O -0.4449 -0.3953 -2.0182 -0.147 -0.085 -0.382 -0.021
C -1.5876 -0.8399 -4.6137 0.039 0.008 0.088 0.010
C -0.6160 0.3114 -4.9247 -0.042 0.039 -0.027 -0.002
C -0.7892 -2.1377 -4.4016 0.050 0.054 -0.028 0.002
C -2.4699 -1.0354 -5.8500 -0.065 -0.018 0.029 -0.001
C -6.1051 0.0842 -2.4095 -0.006 0.002 0.003 0.000
C -6.7940 -0.7361 -1.3112 -0.009 -0.053 0.029 0.001
C -6.6417 -0.3815 -3.7635 -0.023 -0.035 -0.028 0.000
C -6.4697 1.5665 -2.2317 0.008 0.016 -0.001 0.001
H 0.1709 -4.2526 -0.8748 0.021 -0.022 0.016 0.000
H -0.7543 -2.8389 -1.4456 0.078 -0.007 0.000 -0.002
H 0.8212 -3.1968 -2.1469 -0.017 0.017 0.054 -0.001
H 2.2685 -3.8936 0.3675 -0.001 -0.045 0.002 0.000
H 2.8348 -2.7982 -0.9092 0.006 0.002 -0.012 -0.007
H 2.7531 -2.2303 0.7668 -0.026 0.007 -0.030 0.012
H -0.1821 -3.4590 1.2614 0.020 -0.054 -0.027 0.002
H 0.8145 -2.1403 1.8592 0.051 0.027 0.041 -0.011
H -1.7597 -1.8431 0.2524 -0.035 -0.007 0.007 -0.005
H -1.6071 -1.6410 1.9992 -0.031 0.032 0.003 0.000
H -0.1518 1.6478 1.6821 0.003 0.085 -0.032 0.002
H -1.0635 0.5907 2.7553 -0.064 0.008 0.060 0.002
H 0.1099 -0.0760 4.5408 0.043 -0.006 -0.023 0.000
H 4.3230 -0.6752 4.3507 -0.047 0.025 -0.034 -0.001
H 5.1531 1.9386 2.4260 0.038 -0.050 0.007 0.000
H 5.7733 0.7607 3.5901 -0.003 0.016 -0.058 0.000
H 6.6342 1.0309 2.0675 -0.070 -0.011 0.031 0.000
H 4.3309 1.1680 0.1203 0.023 -0.053 0.008 0.000
H 5.8511 0.2660 -0.0056 -0.034 -0.012 0.016 0.001
H 4.3037 -0.5497 -0.2640 0.014 0.015 0.006 0.002
H 5.5923 -1.7781 3.0401 0.009 0.013 -0.061 0.000
H 4.9822 -2.2666 1.4541 0.032 0.034 0.040 0.000
H 6.5311 -1.4211 1.5849 -0.071 -0.005 0.019 0.000
H 3.9082 -2.2829 5.8754 -0.079 0.005 0.030 0.000
H 2.9508 -2.4838 7.3506 0.010 0.023 -0.065 0.000
H 2.2724 -2.9485 5.7796 0.036 0.015 0.026 0.000
H 4.2438 0.1850 6.4408 -0.062 0.000 0.023 0.000
H 2.8402 1.2226 6.7150 0.025 -0.026 0.022 0.000
H 3.2783 -0.0122 7.9110 0.002 0.001 -0.073 0.000
H 0.2568 -1.4927 6.3513 0.035 0.053 0.023 0.000
H 1.0541 -1.0221 7.8562 -0.026 0.008 -0.037 0.000
H 0.4895 0.2250 6.7409 0.029 -0.070 0.000 0.000
H -2.6955 0.6365 1.0445 -0.077 0.030 0.055 0.003
H -1.5963 1.6461 0.1137 0.057 0.078 0.011 -0.022
H -4.4894 0.4795 -0.2370 0.025 0.016 -0.059 -0.001
H -4.2837 -0.6145 -4.3443 0.046 0.009 0.013 -0.001
H 0.0434 0.5127 -4.0844 -0.003 0.003 0.001 -0.001
H -0.0050 0.0549 -5.7955 -0.035 0.014 0.014 0.000
H -1.1690 1.2281 -5.1521 0.037 -0.064 0.008 0.000
H -0.0047 -1.9852 -3.6628 -0.096 -0.009 -0.090 0.002
H -1.4424 -2.9459 -4.0601 0.017 0.016 -0.027 0.000
H -0.3236 -2.4494 -5.3418 -0.033 0.027 0.035 -0.001
H -3.0567 -0.1409 -6.0780 0.029 -0.063 0.014 0.000
H -1.8274 -1.2388 -6.7103 -0.037 0.008 0.038 0.000
H -3.1524 -1.8830 -5.7366 0.022 0.052 -0.012 0.000
H -6.5174 -1.7916 -1.3852 -0.025 0.061 0.006 0.000
H -6.5250 -0.3839 -0.3122 -0.005 -0.033 -0.068 0.000
H -7.8805 -0.6574 -1.4095 0.043 -0.002 0.021 0.000
H -6.3950 -1.4303 -3.9523 -0.021 0.061 -0.001 0.000
H -7.7298 -0.2836 -3.7770 0.030 -0.001 -0.005 0.000
H -6.2448 0.2207 -4.5850 -0.031 -0.040 0.046 0.000
H -6.1301 1.9425 -1.2635 -0.022 -0.012 -0.043 0.000
H -6.0000 2.1725 -3.0113 -0.031 -0.026 0.045 0.000
H -7.5542 1.7052 -2.2912 0.071 -0.009 0.006 0.000
O 2.1450 2.8441 -1.4092 0.168 -0.034 -0.002 0.066
B 1.1593 1.8777 -1.5649 -0.539 0.507 -0.012 -0.312
O -0.0044 2.4772 -2.0841 0.133 0.219 -0.038 0.031
C 0.2863 3.8162 -2.2206 -0.113 -0.257 -0.008 0.002
C -0.5247 4.8331 -2.6655 -0.086 0.085 -0.063 0.004
C 0.0329 6.1120 -2.6850 0.005 -0.048 0.015 0.000
C 1.3442 6.3344 -2.2731 -0.019 -0.034 -0.001 0.001
C 2.1528 5.2890 -1.8261 0.069 0.125 -0.006 -0.001
C 1.5871 4.0363 -1.8126 0.162 -0.089 0.024 0.001
H -1.5427 4.6409 -2.9828 0.067 0.021 0.022 0.000
H -0.5672 6.9467 -3.0242 0.019 -0.021 0.004 0.000
H 1.7452 7.3395 -2.2975 -0.007 -0.020 -0.002 0.000
H 3.1723 5.4530 -1.5013 -0.044 -0.022 -0.015 0.000
```
Positions in Å, forces in eV/Å.

The strongest force on any atom comes out at 0.83 eV/A. The value obtained for the total energy is -3145.4693 Eh. For the energy relative to the best compared isomer or geometry (same formula, charge and spin), the calculation gives 8.9 kcal per mole. As for the frontier orbital gap (spin up / spin down): 8.000 / 8.050 eV. For the molecular weight, the calculation gives 696.66 g mol⁻¹. The spin multiplicity is 5. Its expectation value of S² is 6.090.

***

Question: Look up the strongest force on any atom of the first one.
Answer: 0.72 eV/A

***

Question: What is the expectation value of S² in the second record?
Answer: 6.090